Record 1
DFT (ωB97M-V with the def2-TZVPD basis set) results for a cluster of 9 separate species, C38H92N2O6 in total at a distorted geometry.

## Properties
⟨S²⟩   0.756
Multiplicity   2
Total charge   +1
Calculated total energy   -56151.90481 eV

Element x y z (Å)
C: -3.35778 -4.76694 -3.88085
C: -2.10498 -4.63570 -2.95522
C: -2.27754 -4.92640 -1.45607
C: -2.81160 -3.71096 -0.69095
C: -2.68989 -3.98438 0.79313
C: -3.13983 -2.78009 1.68185
H: -2.98181 -4.79001 -4.90369
H: -3.99849 -3.90878 -3.67796
H: -3.92565 -5.67174 -3.66416
H: -1.48107 -5.41263 -3.39706
H: -1.68961 -3.65266 -3.17700
H: -1.25167 -5.17717 -1.18628
H: -3.03266 -5.69956 -1.31426
H: -2.24983 -2.80360 -0.91281
H: -3.88935 -3.65624 -0.84446
H: -3.31257 -4.81590 1.12317
H: -1.65055 -4.29945 0.88589
H: -2.47331 -1.91838 1.64562
H: -4.15014 -2.49897 1.38463
H: -3.11321 -2.96729 2.75533
C: -0.69857 3.84159 -4.25804
C: -0.13473 3.79218 -5.67290
C: 0.05599 2.31462 -6.22947
C: 1.34522 1.69773 -5.58663
C: 1.38498 0.17111 -5.81215
C: 2.52417 -0.59043 -5.14319
H: 0.06894 3.60713 -3.52044
H: -1.64768 3.31963 -4.13619
H: -0.98985 4.86968 -4.04291
H: -0.92758 4.24528 -6.26803
H: 0.78671 4.36368 -5.78440
H: 0.10347 2.30657 -7.31841
H: -0.82791 1.72907 -5.97659
H: 2.20226 2.10718 -6.12135
H: 1.44633 1.98289 -4.53946
H: 0.44458 -0.24637 -5.45235
H: 1.34659 -0.05279 -6.87822
H: 2.52430 -1.63481 -5.45523
H: 3.45735 -0.29738 -5.62421
H: 2.50638 -0.56497 -4.05363
C: 5.20515 -4.02007 -5.28849
C: 3.86633 -4.68652 -4.96271
C: 3.57512 -4.74940 -3.43180
C: 2.20302 -5.26039 -3.14419
C: 1.83631 -5.26231 -1.64843
C: 1.31570 -4.01214 -0.93678
H: 5.15233 -2.93186 -5.25535
H: 5.52250 -4.19106 -6.31715
H: 6.07958 -4.31044 -4.70611
H: 3.06329 -4.16402 -5.48254
H: 3.99224 -5.70606 -5.32712
H: 3.52036 -3.73183 -3.04497
H: 4.32331 -5.35882 -2.92494
H: 1.47457 -4.64911 -3.67691
H: 2.13915 -6.27910 -3.52663
H: 1.04869 -6.00723 -1.53512
H: 2.64899 -5.68939 -1.06086
H: 0.36291 -3.78931 -1.41703
H: 1.20926 -4.09084 0.14515
H: 2.02348 -3.19567 -1.08004
C: 0.65356 8.48434 0.11606
C: -0.56003 7.52129 0.08516
C: -0.22283 6.03826 0.40008
C: -1.43709 5.09889 0.44253
C: -1.61840 4.49940 -0.98314
C: -2.99791 3.74968 -1.25518
H: 1.19592 8.28582 -0.80834
H: 1.35647 8.30952 0.93059
H: 0.31389 9.51920 0.07362
H: -1.22207 7.81942 0.89813
H: -1.10038 7.62522 -0.85575
H: 0.11240 6.07444 1.43662
H: 0.64015 5.63757 -0.13172
H: -1.17739 4.28584 1.12047
H: -2.31197 5.59974 0.85706
H: -1.37733 5.26221 -1.72348
H: -0.86664 3.74501 -1.21525
H: -3.17956 3.44000 -2.28435
H: -3.00513 2.92142 -0.54664
H: -3.84645 4.41126 -1.08089
C: -0.15014 0.91313 -2.14669
C: -0.43428 -0.48680 -1.66574
C: -0.14409 -0.60958 -0.13450
C: -1.03221 0.35574 0.72217
C: -0.74272 0.23784 2.22947
C: -1.91660 0.54588 3.21846
H: -1.00080 1.53597 -1.87001
H: 0.01117 1.04963 -3.21601
H: 0.75044 1.37909 -1.74678
H: -1.40568 -0.89536 -1.94426
H: 0.21237 -1.25952 -2.08150
H: 0.92300 -0.56059 0.08237
H: -0.41171 -1.61330 0.19569
H: -1.02236 1.41305 0.45742
H: -2.06884 0.06563 0.55087
H: -0.35995 -0.77702 2.33738
H: 0.08778 0.87140 2.54088
H: -2.29515 1.56110 3.09965
H: -2.68712 -0.22299 3.16163
H: -1.47506 0.38118 4.20132
C: -4.33791 3.95711 3.96914
C: -4.05035 3.30486 5.22439
O: -3.47538 4.17787 6.19075
O: -3.24084 4.32391 3.19725
H: -4.99945 4.80367 4.15302
H: -4.92693 3.19504 3.45884
H: -3.31227 2.52666 5.03014
H: -4.98299 2.97383 5.68125
H: -2.56938 4.38307 5.94856
H: -2.62106 4.75389 3.79103
C: -0.35654 -1.28013 6.36277
C: -0.84638 -2.56788 7.07890
O: -1.92368 -2.30427 7.92742
O: 0.56269 -0.48826 7.19685
H: -1.24102 -0.76289 5.99092
H: 0.18940 -1.39650 5.42655
H: -0.02398 -3.03069 7.62441
H: -1.14465 -3.35611 6.38765
H: -1.57916 -2.30959 8.82345
H: 0.07742 0.27160 7.52657
O: 2.52208 -4.07478 4.36340
C: 3.02218 -2.97141 4.14478
N: 3.78107 -2.43732 5.10196
C: 2.75981 -2.29992 2.78531
H: 4.26817 -1.56963 4.92892
H: 3.79895 -2.91936 5.98932
H: 3.09595 -1.26449 2.73053
H: 1.69680 -2.22780 2.55529
H: 3.26439 -2.79998 1.95861
O: 4.33301 0.25679 4.87214
C: 3.94513 1.35367 4.55155
N: 4.81490 2.35997 4.37616
C: 2.51262 1.74082 4.26084
H: 5.71627 2.06954 4.72728
H: 4.59591 3.25044 3.95283
H: 2.49980 2.75317 3.85699
H: 1.81254 1.65476 5.09185
H: 2.22400 0.93791 3.58251

Record 2
DFT (ωB97M-V with the def2-TZVPD basis set) results for a cluster of 2 separate species, C4H12N3S in total at a distorted geometry.

## Properties
Energy relative to the best compared isomer or geometry (same formula, charge and spin)   419.9 kJ/mol
Total charge   +1
Calculated total energy   -19637.67246 eV

Element x y z (Å)
C: 1.04408 -1.28736 -0.36167
C: -1.95452 1.44369 -2.53485
C: 2.37980 -1.37590 2.49115
C: -2.20987 1.50648 -0.16492
N: 0.23790 -0.20400 0.10643
N: -1.58023 1.16148 -1.15858
N: 0.25147 0.05067 1.33949
S: 1.05791 -0.16358 2.62146
H: 2.01206 -0.94195 -0.63340
H: 0.48175 -1.73879 -1.16141
H: 1.38402 -2.00356 0.37299
H: -1.20539 2.18244 -2.99864
H: -1.77000 0.44612 -3.12929
H: -2.85209 2.04698 -2.49137
H: 3.30194 -0.82724 2.72023
H: 2.40832 -1.94925 1.65332
H: 2.40652 -1.91577 3.42364
H: -1.84561 1.11286 0.72490
H: -3.02677 2.22263 -0.15944
H: -0.52129 0.23405 -0.66005

Record 3
DFT (ωB97M-V with the def2-TZVPD basis set) results for a cluster of 2 separate species, C3H4O2 in total at a distorted geometry.

## Properties
Energy relative to the best compared isomer or geometry (same formula, charge and spin)   436.9 kJ/mol
Total charge   0
Calculated total energy   -7266.15823 eV

Element x y z (Å)
C: 1.35594 -1.25902 -0.31070
C: 1.05826 -2.20045 0.36045
C: -0.31123 1.54933 -0.20536
O: -1.54401 1.25453 -0.78935
O: -0.28876 1.54282 1.09309
H: 2.00326 -0.73969 -0.95843
H: 0.40613 -2.69611 1.01962
H: -1.50077 1.16004 -1.69983
H: -1.17881 1.38855 1.49052

Record 4
DFT (ωB97M-V with the def2-TZVPD basis set) results for an isolated molecule of C3H3N3 at a distorted geometry.

## Properties
SMILES   N#CC(N)C#N
Energy relative to the best compared isomer or geometry (same formula, charge and spin)   96.5 kJ/mol
Total charge   0
Calculated total energy   -7628.54991 eV

Element x y z (Å)
N: 2.52052 -0.44842 -0.45105
C: 1.48650 -0.12438 -0.05300
C: 0.08489 0.08078 0.36974
N: -0.61021 -1.08357 -0.11086
C: -0.41421 1.41534 -0.07723
N: -0.82205 2.44926 -0.39700
H: 0.05095 0.09999 1.46648
H: -1.45232 -1.32727 0.37641
H: -0.71341 -1.10586 -1.11592

Record 5
DFT (ωB97M-V with the def2-TZVPD basis set) results for a cluster of 2 separate species, C9H14O in total at a distorted geometry.

## Properties
SMILES   Cc1ccc(O)cc1.CC
Energy relative to the best compared isomer or geometry (same formula, charge and spin)   145.2 kJ/mol
Total charge   0
Calculated total energy   -11606.13162 eV

Element x y z (Å)
C: -0.28984 2.04238 -0.37496
C: 0.02967 0.84513 -1.22426
C: 0.30818 -0.37213 -0.66722
C: 0.75942 -1.41023 -1.48794
C: 0.74477 -1.32569 -2.87667
O: 1.05725 -2.44855 -3.52676
C: 0.30134 -0.11335 -3.44206
C: 0.04763 0.97780 -2.62316
H: 0.61714 2.61076 -0.30943
H: -0.57585 1.50776 0.66970
H: -1.10796 2.71575 -0.77140
H: 0.26194 -0.66191 0.40660
H: 1.04641 -2.32778 -0.98802
H: 2.02905 -2.35975 -3.69655
H: 0.36700 0.08885 -4.52861
H: -0.41340 1.86007 -3.17533
C: -0.76237 -0.91528 3.64954
C: -0.59596 0.57353 3.45068
H: -0.98150 -1.59153 2.78584
H: 0.14804 -1.40104 4.15407
H: -1.68597 -1.08088 4.27041
H: 0.47215 0.73939 3.13373
H: -0.49329 1.10169 4.39400
H: -1.28383 0.94502 2.77780

Q: Which of these has the lowest calculated total energy?
A: C38H92N2O6